Formula: C44H100O32P4
Source: OMol25
Level of theory: ωB97M-V/def2-TZVPD

Geometry as XYZ:
```
180
C44H100O32P4 (ωB97M-V/def2-TZVPD)
C -4.174 -0.409 0.687
O -4.636 -1.381 1.609
P -6.100 -1.296 2.207
O -7.094 -0.687 1.335
O -6.400 -2.771 2.638
C -5.700 -3.458 3.672
O -5.903 -0.604 3.622
C -5.994 0.817 3.753
H -4.481 0.606 0.959
H -4.469 -0.661 -0.332
H -3.081 -0.357 0.716
H -5.131 -2.791 4.312
H -5.013 -4.165 3.204
H -6.417 -4.037 4.248
H -6.834 1.047 4.409
H -6.173 1.307 2.797
H -5.089 1.204 4.219
C -3.217 1.546 -2.667
O -4.447 2.265 -2.797
P -5.687 1.638 -3.567
O -6.766 2.592 -3.774
O -6.019 0.344 -2.735
C -7.074 0.433 -1.737
O -5.083 0.983 -4.862
C -4.456 1.777 -5.856
H -2.968 1.407 -1.615
H -2.435 2.134 -3.134
H -3.276 0.573 -3.157
H -7.781 1.197 -2.047
H -6.606 0.732 -0.801
H -7.506 -0.552 -1.616
H -4.873 2.793 -5.795
H -4.822 1.491 -6.842
H -3.372 1.847 -5.812
C 1.524 -4.040 -3.617
O 1.944 -3.459 -4.860
P 1.950 -1.899 -4.991
O 0.754 -1.197 -4.521
O 2.329 -1.747 -6.493
C 2.415 -0.487 -7.144
O 3.274 -1.436 -4.217
C 3.208 -0.367 -3.281
H 2.368 -4.617 -3.242
H 0.712 -4.726 -3.850
H 1.194 -3.323 -2.869
H 1.668 -0.429 -7.930
H 3.400 -0.360 -7.592
H 2.292 0.331 -6.430
H 2.258 -0.287 -2.752
H 3.368 0.607 -3.751
H 3.999 -0.527 -2.548
C 0.037 2.863 -4.171
O -0.784 2.876 -5.356
P -0.805 4.123 -6.328
O 0.491 4.704 -6.636
O -1.641 3.535 -7.532
C -0.990 3.126 -8.729
O -1.819 5.129 -5.676
C -2.853 4.882 -4.757
H 0.500 1.885 -4.107
H -0.613 2.989 -3.310
H 0.772 3.667 -4.186
H -0.566 2.130 -8.609
H -0.296 3.860 -9.132
H -1.762 3.031 -9.500
H -2.798 5.488 -3.849
H -2.901 3.846 -4.424
H -3.816 5.156 -5.191
C 5.561 0.166 3.993
C 5.102 -1.247 4.332
O 6.131 -2.171 3.985
C 5.881 -3.461 4.266
C 6.982 -4.370 3.848
O 4.839 -3.846 4.732
H 6.572 0.120 3.593
H 5.591 0.815 4.869
H 4.853 0.613 3.302
H 4.792 -1.352 5.373
H 4.207 -1.510 3.764
H 6.533 -5.297 3.486
H 7.598 -4.704 4.684
H 7.619 -3.964 3.068
C 3.490 -7.324 3.931
C 2.351 -6.962 2.988
O 2.240 -5.573 2.665
C 3.302 -4.986 2.094
C 3.035 -3.544 1.738
O 4.301 -5.579 1.785
H 3.630 -6.548 4.689
H 4.412 -7.511 3.392
H 3.207 -8.200 4.519
H 2.467 -7.524 2.057
H 1.402 -7.247 3.436
H 3.447 -2.932 2.534
H 1.978 -3.313 1.613
H 3.493 -3.404 0.760
C -3.037 -2.446 -5.183
C -2.661 -2.875 -3.769
O -3.392 -4.034 -3.373
C -4.265 -3.899 -2.361
C -4.735 -5.228 -1.851
O -4.660 -2.835 -1.962
H -4.114 -2.281 -5.260
H -2.797 -3.213 -5.920
H -2.509 -1.518 -5.405
H -1.617 -3.181 -3.828
H -2.860 -2.027 -3.122
H -3.891 -5.831 -1.521
H -5.223 -5.758 -2.674
H -5.476 -5.124 -1.066
C 1.551 0.686 5.958
C 2.387 1.856 5.499
O 1.854 3.042 6.087
C 2.144 4.213 5.510
C 1.816 5.386 6.400
O 2.624 4.316 4.411
H 1.918 -0.218 5.473
H 0.481 0.852 5.867
H 1.704 0.559 7.035
H 3.447 1.805 5.776
H 2.474 1.923 4.408
H 2.517 6.179 6.151
H 1.896 5.117 7.449
H 0.816 5.768 6.193
C -0.409 6.607 3.078
C -1.220 6.512 1.808
O -0.842 5.355 1.036
C 0.329 5.418 0.389
C 0.722 4.092 -0.213
O 0.998 6.417 0.331
H -0.434 5.725 3.722
H -0.797 7.426 3.692
H 0.640 6.819 2.873
H -2.277 6.370 2.010
H -1.024 7.406 1.217
H 1.806 4.054 -0.221
H 0.297 3.974 -1.209
H 0.298 3.287 0.382
C -2.911 -4.152 1.133
C -2.139 -4.280 2.425
O -2.199 -3.076 3.178
C -1.161 -2.240 3.162
C -1.330 -1.108 4.115
O -0.203 -2.386 2.445
H -2.676 -3.284 0.525
H -3.990 -4.122 1.317
H -2.815 -5.100 0.595
H -2.515 -5.103 3.028
H -1.099 -4.495 2.168
H -0.599 -0.317 4.015
H -1.325 -1.517 5.130
H -2.330 -0.672 4.036
C 6.408 1.787 -0.821
C 6.093 1.701 0.652
O 5.826 2.977 1.233
C 4.630 3.511 0.935
C 4.433 4.826 1.615
O 3.781 2.926 0.306
H 7.237 1.122 -1.073
H 6.800 2.778 -1.062
H 5.575 1.591 -1.491
H 5.226 1.069 0.870
H 6.908 1.217 1.186
H 5.352 5.391 1.733
H 4.018 4.560 2.593
H 3.692 5.446 1.115
C 2.154 0.149 1.980
C 1.823 0.704 0.635
O 0.762 -0.128 0.132
C 0.138 0.186 -0.997
C -0.853 -0.872 -1.394
O 0.339 1.173 -1.662
H 1.405 0.289 2.754
H 3.098 0.581 2.325
H 2.388 -0.914 1.890
H 1.533 1.746 0.738
H 2.649 0.697 -0.075
H -1.708 -0.445 -1.909
H -1.348 -1.316 -0.524
H -0.292 -1.631 -1.934
```

Computed properties:
LUMO energy, eV: 0.14
Net charge: 0
Orbital gap, eV: 10.25
HOMO, eV: -10.1
SMILES: COP(=O)(OC)OC.COP(=O)(OC)OC.COP(=O)(OC)OC.COP(=O)(OC)OC.CCOC(C)=O.CCOC(C)=O.CCOC(C)=O.CCOC(C)=O.CCOC(C)=O.CCOC(C)=O.CCOC(C)=O.CCOC(C)=O

Atomic partial charges in e from the Mulliken method, atoms 1 to 2: C -0.36; O 0.52